Record 1
Formula: C29H59Cl40NO5PS2
Source: the OMol25 dataset
Level of theory: the ωB97M-V functional and the def2-TZVPD basis

```
137
Properties=species:S:1:pos:R:3:forces:R:3
Cl 3.4926 2.3379 6.0288 -0.14 0.08 0.15
H -3.9187 3.3752 -9.3718 -0.11 -0.11 0.31
H 3.2143 -3.1118 -1.3743 0.25 -0.09 -0.04
H 6.6785 4.0959 4.7901 -0.04 0.14 0.75
H -6.0301 2.7626 -5.8964 -0.07 -0.19 0.64
H -2.8988 4.3533 3.3642 1.98 -0.29 -1.05
Cl 4.5951 0.5037 3.6198 0.05 0.08 -0.12
Cl 5.3421 8.1093 0.7838 0.29 0.26 -0.08
H -4.0358 1.1419 0.1901 1.23 -0.32 -0.06
N -2.9985 1.0137 0.2315 5.63 2.50 -0.61
H -2.3794 4.1059 -0.7180 -0.08 -1.40 2.18
H -12.0459 -2.9305 -5.1959 0.28 -0.12 0.13
C 4.1832 -3.5809 -1.1866 -0.46 -0.24 0.10
H 2.5108 0.3690 -0.7265 -0.58 -1.68 1.70
C -0.6545 0.0067 -0.2082 -1.52 2.41 -0.75
Cl 2.0412 4.6051 4.9099 0.28 0.79 0.61
H 3.1845 -1.1271 0.2800 -1.96 1.22 -0.19
C 2.3729 6.4336 0.6379 0.12 0.45 -0.13
Cl -10.5027 -4.7176 -5.1535 -0.39 -0.07 -0.24
H 8.1527 -7.8293 0.2078 -0.08 -0.10 0.32
H -0.6766 -5.8481 -1.1231 0.16 0.02 -0.29
H -9.0194 -1.1563 -9.6322 -0.12 -0.26 0.19
C -10.9560 -3.0097 -5.2008 -0.19 0.28 -0.18
Cl 3.6405 -4.5091 -7.6815 -0.01 -0.06 0.09
Cl 2.9100 9.7098 0.6348 0.25 0.50 -0.21
H 0.0359 -4.3141 -1.7007 0.01 -0.33 -0.15
C 5.1553 -3.2720 6.2601 -0.03 -0.20 -0.17
Cl 4.4462 -2.1958 2.5293 -0.01 -0.07 0.22
Cl -8.1911 -3.2383 -8.8868 -0.01 0.07 -0.06
Cl 6.7747 -2.8564 6.8346 -0.08 0.10 0.15
O -4.8666 -1.5818 -0.3569 3.41 0.46 2.45
H -0.5655 0.2259 -1.3661 -0.62 -1.07 2.09
Cl -10.3096 -2.1411 -3.8034 0.02 0.08 0.02
C -0.4812 1.5318 0.4160 -0.43 -1.30 -0.56
Cl 1.9677 4.7133 0.6030 0.17 -0.30 -0.16
Cl 2.4908 -5.3587 5.4801 -0.31 0.10 0.14
S -2.4985 -0.8165 2.0784 -0.11 0.63 0.77
Cl -5.2671 2.5609 -3.6707 0.20 0.04 0.18
C 3.9204 -3.5441 -6.2271 -0.02 -0.23 0.32
H 4.9177 -4.2917 6.5728 0.09 0.36 0.02
H 2.3852 0.3582 1.1557 -0.44 -1.54 -1.61
C -4.0748 2.6556 -8.5645 0.24 -0.09 -0.39
Cl 4.2028 -1.8471 -6.6344 0.02 0.06 0.12
H 3.0428 -3.6133 -5.5799 0.19 0.06 -0.25
C 6.6967 4.0307 5.8808 0.04 -0.41 -0.12
O 0.8338 -2.3385 -1.0134 -0.98 4.55 2.48
C 5.4403 -0.7435 2.6951 0.37 -0.05 -0.13
C 4.6229 9.6982 1.0721 0.05 0.53 0.16
Cl 6.2686 -8.6428 1.3763 0.01 0.01 -0.07
Cl -6.6733 -4.4408 -2.6539 0.00 -0.01 0.17
H -1.0993 4.9285 3.5936 -1.52 -1.46 -1.36
C 5.6368 5.0600 2.0471 -0.01 0.30 -0.25
Cl 4.3507 5.2170 3.2497 0.50 0.03 -0.50
C 7.1490 -6.2407 4.6799 0.16 -0.37 0.10
H -7.1464 -6.0785 -4.2882 0.12 0.31 0.05
H -10.5575 -2.5610 -6.1140 0.03 -0.32 0.66
Cl 8.9157 -8.0310 2.4335 0.35 -0.15 -0.27
H -0.4475 4.5731 1.0641 -2.62 -0.40 0.98
Cl -3.1557 3.1735 -7.1461 0.05 -0.02 -0.01
P -3.1246 -1.7438 -0.6504 -0.87 -3.01 -0.58
Cl -7.9141 1.9491 -4.7278 0.00 -0.08 -0.08
Cl -5.0627 -1.3329 -6.0855 -0.02 0.06 -0.05
Cl 5.4843 5.1333 6.5436 0.15 0.19 0.10
Cl -5.4204 5.3408 1.6696 -0.16 0.01 0.14
Cl 1.8516 -7.4503 3.5525 -0.09 -0.04 0.02
C 7.9965 -8.5489 1.0151 0.05 -0.13 -0.41
C -0.3960 2.7795 4.4266 0.44 -1.74 0.46
Cl 1.4478 -6.1634 -2.1049 0.08 0.04 0.10
Cl -3.6615 -1.0889 -3.5408 -0.18 0.14 -0.46
H 8.3489 -9.5352 0.7035 -0.12 0.24 0.22
H -4.3086 7.3319 2.2833 -0.07 -0.19 -0.25
Cl -3.7268 7.0399 0.0132 -0.09 0.21 -0.11
C 2.3284 -0.3326 0.2095 0.67 1.50 -0.25
C -9.4574 -2.1405 -9.4492 0.20 0.10 -0.44
H 4.7212 9.9462 2.1317 -0.09 -0.21 -0.26
C -7.2818 -4.9965 -4.2178 -0.32 -0.39 -0.08
Cl 5.4519 -5.8968 4.3243 0.11 -0.28 -0.12
H -3.6129 3.7020 0.6502 2.11 -0.32 -0.55
H -5.4239 -2.5581 -4.0993 0.26 0.41 -0.10
Cl 4.7069 -4.4250 -2.6488 -0.03 -0.01 0.06
S 0.6815 -1.2677 0.1073 2.30 -6.53 1.97
H -0.2206 1.6276 4.6862 -0.53 2.43 -0.61
H -9.8828 -2.5331 -10.3760 0.05 0.01 0.34
C 1.3279 -6.6062 5.0148 -0.32 -0.13 0.15
H -3.3567 0.1860 2.6343 1.31 -0.79 -1.22
H 1.6448 3.4840 6.9502 0.17 -0.03 -0.27
C -4.8340 6.9849 1.3902 -0.07 0.39 0.21
H 6.4591 3.0111 6.1935 0.03 0.32 0.07
H 5.2114 4.6674 1.1203 0.08 -0.06 0.26
H -4.9446 -1.5395 0.6575 -0.25 -0.10 -1.79
C -0.1225 -5.3697 -1.9343 -0.19 0.26 0.38
Cl -1.0635 -5.4943 -3.4257 -0.10 0.06 0.02
H 1.9700 6.9123 -0.2579 0.02 -0.18 0.27
H 7.2292 -6.6154 5.7032 -0.09 0.25 -0.20
H 3.1393 4.4632 6.9957 -0.17 -0.25 -0.33
H 0.2054 2.0909 -0.3503 -1.50 -0.56 1.78
O 0.5422 -2.0345 1.4495 -0.29 3.66 -3.82
H 1.2363 -7.3289 5.8293 0.16 0.18 -0.24
H 6.0748 6.0443 1.8641 -0.01 -0.43 0.25
Cl 6.9030 3.9622 2.6095 0.15 -0.07 -0.71
H 5.6702 -0.3543 1.7002 -0.14 -0.10 0.21
H -5.6869 7.6371 1.1872 0.21 -0.27 -0.05
C -2.0674 2.0303 0.3166 -1.13 0.44 0.45
H -0.0123 1.4988 1.5126 -1.52 0.49 -2.30
H -1.9803 5.6517 1.2603 0.77 -2.58 0.30
H -8.3441 -4.7520 -4.2935 0.56 0.06 0.09
C 2.5367 3.7798 6.3925 -0.15 -0.05 0.55
H 4.7966 -3.9349 -5.7040 -0.19 0.16 -0.25
H -5.8338 1.0567 -5.4007 -0.09 0.29 0.13
H -0.8019 3.2762 5.4058 0.89 -0.62 -1.86
H 0.3591 -6.1371 4.8270 0.34 -0.05 -0.04
Cl -5.8028 2.5618 -8.2033 -0.03 -0.04 -0.62
H 6.3668 -1.0037 3.2127 -0.31 0.03 -0.04
Cl -10.7435 -1.9835 -8.2466 -0.13 0.24 -0.56
Cl 8.3161 4.4463 6.4552 -0.01 -0.07 -0.09
C -2.1988 -0.3051 0.2637 -1.81 -0.46 1.92
H 5.1492 10.4418 0.4686 -0.15 -0.31 0.06
C -1.7986 4.1747 2.9884 0.64 1.03 0.57
O -1.4250 2.8054 3.3753 0.60 1.42 -0.01
O -2.7009 -3.2107 0.2546 -2.58 2.54 0.22
H -3.7225 1.6693 -8.8762 -0.15 0.23 0.21
Cl 1.6901 7.2190 2.0669 -0.22 -0.43 0.10
H 0.6506 3.1912 4.0799 -2.75 -0.81 0.55
C -2.4812 3.6159 0.3650 -0.13 -0.20 -0.08
Cl -6.4163 -4.2202 -5.5494 -0.26 -0.35 -0.17
H 7.5129 -6.9972 3.9803 -0.27 0.42 0.24
Cl 8.1399 -4.7854 4.5205 0.20 -0.21 -0.21
H 3.4600 6.5427 0.6573 -0.45 -0.14 0.11
Cl 5.3461 -2.3335 -0.7212 0.14 0.16 -0.12
C -1.5919 4.5317 1.4016 -0.03 0.45 0.01
C -5.1832 -1.5179 -4.3316 -0.35 0.04 0.09
H -5.9749 -0.8638 -3.9584 0.23 -0.06 -0.10
H 4.0916 -4.3036 -0.3721 0.15 0.17 -0.22
H 5.1371 -3.2069 5.1695 0.01 0.06 0.33
Cl 3.9429 -2.1695 6.9229 -0.13 0.03 -0.04
C -6.1862 2.0430 -5.0891 0.00 -0.03 -0.31
H -3.4825 -3.4302 0.8756 1.86 0.41 -1.17
```
Forces are in eV/Å.

Orbital gap (eV): 7.133
Charge: +1
Energy (eV): -574600.4367
Relative energy (zero: lowest compared OMol25 entry of this formula, charge and spin) (kcal per mole): 176.8
Highest occupied orbital energy (eV): -11.2



Record 2
Formula: C18H19FN2O2S
Source: the OMol25 dataset
Level of theory: the ωB97M-V functional and the def2-TZVPD basis

```
43
Properties=species:S:1:pos:R:3:forces:R:3
H 4.5487 0.7129 3.2883 -0.05 0.16 -0.12
H -1.7174 1.6972 1.0778 -0.05 0.05 -0.05
C 0.1659 0.9154 1.6993 0.19 -0.19 0.07
C -2.6487 -0.4612 -2.9840 -0.07 0.21 0.21
C -1.1825 -1.4602 2.1861 -0.13 0.11 -0.10
C 0.6785 -0.9735 -1.2432 0.25 0.13 -0.04
H 6.1023 0.6669 1.3045 0.13 0.02 -0.01
H 4.4616 2.2228 2.3287 -0.04 -0.14 0.04
C -1.1930 -0.3348 -2.6331 -0.04 -0.15 -0.14
N -3.1406 0.5408 -0.7960 0.36 -0.10 0.48
C 4.2745 1.1470 2.3209 0.59 -0.13 0.09
H 0.6991 -2.1911 2.9043 0.04 -0.07 0.03
H 1.5178 1.6133 -3.2608 0.09 0.07 -0.03
H -3.7219 -1.2316 1.7992 -0.01 0.17 -0.20
C 0.1587 -1.3591 2.4789 0.20 0.19 0.02
C -3.8134 -0.2320 0.0802 -0.07 0.12 -0.11
C -0.4097 0.6588 -3.2104 -0.02 -0.14 0.11
H -1.7159 -2.3792 2.3809 -0.05 -0.11 -0.02
H -2.1545 0.6721 -0.6036 -0.13 0.02 0.01
C 0.9025 0.8466 -2.8173 0.22 -0.01 0.15
C 2.3106 -0.1427 2.4888 0.11 -0.17 0.15
H -1.2269 -1.9268 -1.1993 -0.09 -0.08 0.05
C 5.0409 0.4622 1.1986 -0.33 0.08 0.20
O 2.8631 1.0239 2.1423 -0.31 0.09 -0.12
C -3.4635 0.5881 -2.2010 -0.20 -0.06 -0.41
H -2.8070 -0.3031 -4.0507 -0.03 -0.05 -0.05
C 1.4258 0.0292 -1.8316 -0.19 -0.03 -0.06
H 4.8825 -0.6122 1.2436 0.04 -0.07 -0.02
O 2.9228 -1.0648 2.9725 0.01 0.09 -0.06
F 2.7018 0.2174 -1.4362 -0.01 -0.02 0.01
H -4.5323 0.3989 -2.3117 0.14 0.13 0.00
H -3.0125 -1.4552 -2.7204 -0.05 -0.01 -0.04
H -3.2316 1.5921 -2.5656 -0.04 -0.05 -0.02
S -5.3366 -0.8083 -0.1897 -0.60 -0.31 -0.09
N -3.2031 -0.5454 1.2651 -0.10 -0.05 0.26
H -0.8312 1.2917 -3.9771 -0.05 0.09 -0.10
C -1.8620 -0.3823 1.6122 0.57 0.14 0.02
H 4.6983 0.8258 0.2333 0.03 0.05 -0.10
H 1.1172 -1.5975 -0.4812 0.07 -0.06 0.09
C -0.6323 -1.1458 -1.6511 0.04 0.06 -0.16
C 0.8538 -0.1801 2.2117 -0.25 0.03 -0.04
H 0.6916 1.8422 1.5337 0.03 0.08 -0.03
C -1.1814 0.8218 1.4130 -0.20 -0.08 0.12
```
Forces are in eV/Å.

Orbital gap (eV): 8.523
Energy (eV): -39603.6645
Relative energy (zero: lowest compared OMol25 entry of this formula, charge and spin) (kcal per mole): 0.0
Highest occupied orbital energy (eV): -8.4
SMILES: CCOC(=O)c1ccc(NC(=S)NCCc2ccc(F)cc2)cc1